The following is a DFT calculation (wB97M-V/def2-TZVPD) of C12H12N2O2PdTe4 as an isolated structure at a distorted geometry.

Cartesian coordinates (Å):
Pd 1.22681 2.10621 0.24858
C -2.51072 1.71389 2.26714
C -1.03797 1.61329 1.93445
O -0.56277 2.63275 1.26381
C -0.31232 0.52662 2.28104
C 1.13547 0.47311 1.93848
C 2.09842 1.05897 2.95004
N 1.65598 -0.31002 1.03867
N 0.79590 -1.14949 0.36308
C 0.45884 -0.79704 -0.84949
O 0.73943 0.25954 -1.48026
C -0.41936 -1.81525 -1.55327
C -0.67228 -3.08147 -1.02808
C -1.50191 -3.97276 -1.69421
C -2.09544 -3.61298 -2.90032
C -1.84205 -2.35558 -3.43268
C -1.00641 -1.46675 -2.76493
H -2.76990 2.76111 2.42881
H -3.10290 1.35003 1.42411
H -2.77237 1.13193 3.15234
H -0.77110 -0.33999 2.74043
H 1.97045 0.51312 3.89230
H 3.12687 0.94954 2.60993
H 1.87785 2.10622 3.14333
H -0.20642 -3.33982 -0.08630
H -1.69021 -4.95405 -1.27099
H -2.75237 -4.30568 -3.41591
H -2.29863 -2.06430 -4.37277
H -0.78475 -0.48297 -3.15813
Te 3.62457 1.91968 -0.73280
Te 4.77062 2.55710 -3.00293
Te 3.13283 6.00287 -1.95483
Te 2.49584 4.37217 0.02133

Values from the calculation:
Charge: -2
HOMO energy (alpha / beta) in eV: -1.4 / -1.4
ΔE to the lowest compared entry with this formula, charge and spin in kJ/mol: 150.4

natural (NBO) atomic charge list, values in e, 6 entries: Pd 0.503; C -0.662; C 0.389; O -0.795; C -0.513; C 0.161


The following is a DFT calculation (wB97M-V/def2-TZVPD) of the molecule C12H12NO4P at a distorted geometry.

Cartesian coordinates (Å):
C -0.71882 -1.38443 3.32486
C -0.98229 -2.13436 2.01699
N -1.53616 -1.27188 0.93219
C -0.71812 -1.27309 -0.24082
C -0.82684 -2.31847 -1.15543
C -0.03620 -2.36519 -2.29086
C 0.88850 -1.35581 -2.51809
C 0.98952 -0.30056 -1.63883
C 0.19490 -0.24796 -0.48240
C 0.38003 0.92289 0.42780
O 0.22581 0.88795 1.63064
C 0.82118 2.19103 -0.24886
P 0.31164 3.74500 0.54869
O 0.80784 4.72906 -0.66390
O -1.31878 3.64262 0.37856
C 1.55936 2.13699 -1.35968
C 1.95580 0.81009 -1.91040
O 2.97821 0.63719 -2.53657
H 0.28346 -0.95922 3.29545
H -1.43233 -0.58021 3.48588
H -0.72458 -2.10136 4.14907
H -1.63085 -2.99897 2.17604
H -0.02654 -2.54504 1.67686
H -2.41223 -1.69346 0.64773
H -1.54257 -3.11150 -0.96861
H -0.09968 -3.17908 -3.00109
H 1.52769 -1.39408 -3.39057
H 0.80715 5.63805 -0.34849
H -1.60832 2.83641 -0.06546
H 1.88321 3.03742 -1.87070

Values from the calculation:
SMILES: CCNc1cccc2c1C(=O)C(P(O)O)=CC2=O
HOMO energy in eV: -9.0
ΔE to the lowest compared entry with this formula, charge and spin in kJ/mol: 0.0

natural (NBO) atomic charge list, values in e, 6 entries: C -0.613; C -0.215; N -0.627; C 0.205; C -0.233; C -0.179